85
Properties=species:S:1:pos:R:3 method="wB97M-V/def2-TZVPD" charge=+2 gap_ha="0.4012 / 0.4294" spin_multiplicity=6 s_squared=8.752 e_homo_ev="-14.74 / -15.52" e_lumo_ev="-3.826 / -3.839"
Mn 0.31 -0.23 -0.18
C 3.25 4.01 0.21
O 2.67 2.73 0.29
C 2.63 1.82 -0.67
O 2.15 0.70 -0.51
O 3.34 2.29 -1.80
C 3.18 1.68 -3.04
H 4.33 3.87 0.15
H 3.09 4.59 1.11
H 3.09 4.73 -0.59
H 2.13 1.61 -3.31
H 3.48 0.63 -3.09
H 3.80 2.20 -3.77
C 0.21 4.13 3.25
O 0.23 2.93 2.54
C -0.44 2.70 1.39
O -0.29 1.71 0.69
O -1.27 3.73 1.12
C -2.28 3.56 0.15
H 0.61 4.99 2.72
H 0.82 4.02 4.15
H -0.79 4.35 3.65
H -2.78 2.59 0.10
H -1.81 3.68 -0.83
H -2.96 4.41 0.26
C 3.22 0.06 3.58
O 1.85 -0.11 3.95
C 0.85 -0.25 3.08
O 0.94 -0.25 1.84
O -0.37 -0.42 3.73
C -0.61 -0.64 5.08
H 3.38 1.08 3.22
H 3.53 -0.61 2.79
H 3.91 -0.17 4.39
H -0.11 -1.59 5.27
H -1.67 -0.65 5.33
H -0.18 0.23 5.57
C 0.08 3.65 -3.27
O -0.27 2.48 -3.84
C -0.65 1.40 -3.06
O -0.23 1.14 -1.91
O -1.39 0.48 -3.72
C -2.34 0.87 -4.82
H -0.46 4.52 -3.63
H 1.14 3.89 -3.35
H 0.00 3.55 -2.19
H -3.15 1.44 -4.36
H -2.75 -0.05 -5.21
H -1.85 1.49 -5.57
C -5.10 -0.88 -1.63
O -3.68 -0.87 -1.41
C -3.10 -0.61 -0.21
O -1.88 -0.42 -0.12
O -4.00 -0.59 0.82
C -3.50 -0.39 2.19
H -5.41 0.08 -2.04
H -5.63 -1.08 -0.70
H -5.46 -1.67 -2.29
H -2.75 -1.12 2.47
H -4.25 -0.49 2.97
H -2.96 0.55 2.27
C -2.40 -4.97 1.72
O -1.74 -3.95 0.96
C -0.53 -3.35 1.36
O -0.17 -2.33 0.82
O 0.04 -4.01 2.26
C 1.36 -3.71 2.64
H -1.73 -5.81 1.87
H -3.25 -5.46 1.25
H -2.65 -4.67 2.74
H 1.55 -3.83 3.71
H 1.67 -2.69 2.39
H 1.91 -4.55 2.21
C 3.45 -2.48 -4.11
O 2.55 -1.63 -3.29
C 1.65 -2.19 -2.39
O 0.83 -1.55 -1.68
O 1.53 -3.50 -2.63
C 0.93 -4.46 -1.72
H 2.84 -3.14 -4.73
H 4.01 -3.17 -3.47
H 4.17 -1.88 -4.68
H 1.18 -5.49 -1.99
H -0.15 -4.36 -1.83
H 1.12 -4.34 -0.65